{
  "formula": "C17H14BrFeN3O2",
  "method": "wB97M-V/def2-TZVPD",
  "symbols": ["Fe", "O", "C", "C", "C", "C", "C", "C", "C", "O", "N", "N", "C", "C", "Br", "C", "C", "C", "C", "C", "C", "C", "H", "H", "H", "H", "H", "H", "H", "H", "H", "H", "H", "H", "H", "H", "N", "C"],
  "positions_angstrom": [[-0.31, -0.07, 0.08], [-2.25, 4.07, 2.86], [-1.82, 3.21, 3.84], [-1.78, 3.59, 5.18], [-1.32, 2.68, 6.13], [-0.91, 1.42, 5.74], [-0.95, 1.06, 4.40], [-1.41, 1.94, 3.44], [-1.49, 1.53, 1.98], [-1.05, 0.26, 1.77], [-0.65, 2.49, 1.17], [0.22, 1.96, 0.35], [1.16, 2.59, -0.25], [2.13, 1.86, -1.05], [2.21, -0.04, -0.69], [3.02, 2.35, -1.91], [3.07, 3.75, -2.35], [4.32, 4.37, -2.51], [4.40, 5.69, -2.92], [3.25, 6.41, -3.19], [2.01, 5.79, -3.08], [1.92, 4.47, -2.67], [-2.60, 4.87, 3.26], [-2.10, 4.58, 5.47], [-1.30, 2.97, 7.17], [-0.55, 0.72, 6.48], [-0.65, 0.07, 4.08], [-2.52, 1.66, 1.63], [-0.61, 3.47, 1.41], [1.30, 3.67, -0.14], [3.79, 1.69, -2.30], [5.22, 3.80, -2.30], [5.37, 6.15, -3.02], [3.32, 7.44, -3.51], [1.11, 6.34, -3.33], [0.95, 3.99, -2.63], [-2.19, -0.70, -2.40], [-1.48, -0.49, -1.52]],
  "mulliken_charge": [0.36, -0.57, 0.87, -0.77, -0.45, -0.74, -0.33, 0.02, 0.78, -0.95, 0.16, -0.51, -0.13, 0.27, -0.15, -0.89, 0.51, -0.42, -0.49, -0.44, -0.54, -0.43, 0.31, 0.28, 0.38, 0.39, 0.38, 0.21, 0.20, 0.57, 0.39, 0.40, 0.37, 0.38, 0.38, 0.56, -0.54, 0.21],
  "homo_lumo_gap_ev": [8.1, 8.1],
  "energy_ha": -4808.63234,
  "spin_multiplicity": 5,
  "e_lumo_ha": [-0.0134, -0.0145]
}

{
  "formula": "C17H14BrN3",
  "method": "wB97M-V/def2-TZVPD",
  "symbols": ["N", "C", "C", "C", "C", "Br", "C", "C", "C", "N", "C", "C", "C", "C", "N", "C", "C", "C", "C", "C", "C", "H", "H", "H", "H", "H", "H", "H", "H", "H", "H", "H", "H", "H", "H"],
  "positions_angstrom": [[1.42, -1.63, -2.63], [2.04, -1.05, -1.85], [2.76, -0.34, -0.88], [4.15, -0.22, -1.01], [4.85, 0.48, -0.05], [6.75, 0.64, -0.21], [4.21, 1.06, 1.04], [2.84, 0.95, 1.16], [2.08, 0.23, 0.22], [0.73, 0.25, 0.30], [-0.09, -0.73, 0.34], [0.25, -2.18, 0.58], [-1.07, -2.75, 1.08], [-2.10, -1.89, 0.35], [-1.43, -0.60, 0.22], [-2.14, 0.56, -0.09], [-1.62, 1.83, 0.16], [-2.35, 2.96, -0.14], [-3.62, 2.86, -0.68], [-4.15, 1.60, -0.92], [-3.42, 0.46, -0.63], [4.65, -0.66, -1.85], [4.78, 1.60, 1.78], [2.33, 1.40, 1.99], [1.07, -2.29, 1.29], [0.54, -2.64, -0.36], [-1.19, -3.81, 0.85], [-1.17, -2.62, 2.16], [-3.03, -1.78, 0.90], [-2.31, -2.30, -0.65], [-0.63, 1.92, 0.57], [-1.93, 3.93, 0.06], [-4.19, 3.74, -0.91], [-5.14, 1.50, -1.35], [-3.86, -0.50, -0.85]],
  "mulliken_charge": [-0.59, 0.05, 0.96, -0.72, -0.04, -0.20, -0.50, -0.57, -0.02, -0.37, 0.36, -0.57, -0.83, -0.89, 0.18, 0.62, -0.31, -0.71, -0.44, -0.69, -0.39, 0.53, 0.42, 0.46, 0.40, 0.35, 0.36, 0.34, 0.51, 0.39, 0.43, 0.37, 0.38, 0.37, 0.38],
  "homo_lumo_gap_ev": 8.6,
  "smiles": "N#Cc1cc(Br)ccc1/N=C1\\CCCN1c1ccccc1",
  "energy_ha": -3394.50360,
  "e_lumo_ha": 0.0148
}

{
  "formula": "C17H14ClN5OS2",
  "method": "wB97M-V/def2-TZVPD",
  "symbols": ["C", "C", "N", "N", "C", "N", "N", "C", "C", "S", "C", "N", "C", "O", "C", "Cl", "C", "C", "C", "C", "C", "C", "C", "C", "S", "C", "H", "H", "H", "H", "H", "H", "H", "H", "H", "H", "H", "H", "H", "H"],
  "positions_angstrom": [[1.57, 3.83, 3.29], [1.84, 3.41, 1.89], [1.20, 2.31, 1.43], [1.28, 2.03, 0.10], [1.58, 2.98, -0.89], [1.70, 2.40, -2.06], [1.47, 1.11, -1.89], [1.04, 0.88, -0.64], [0.26, -0.36, -0.22], [-0.07, -0.54, 1.46], [-1.19, -1.94, 1.17], [-1.90, -2.61, 2.04], [-2.05, -2.25, 3.33], [-1.27, -1.49, 3.93], [-3.18, -2.98, 4.06], [-4.69, -2.05, 4.39], [-1.24, -2.20, -0.18], [-0.33, -1.27, -1.00], [-0.24, -1.48, -2.43], [0.23, -2.69, -2.88], [0.39, -2.80, -4.28], [-0.02, -1.81, -5.16], [-0.55, -0.58, -4.72], [-0.64, -0.44, -3.30], [1.76, 4.69, -0.60], [2.55, 4.50, 1.02], [0.83, 3.20, 3.82], [1.25, 4.86, 3.27], [2.51, 3.89, 3.92], [-2.19, -3.58, 1.86], [-2.65, -3.21, 5.03], [-3.41, -3.83, 3.46], [-1.75, -3.05, -0.65], [0.50, -3.61, -2.25], [0.92, -3.60, -4.78], [0.25, -1.97, -6.23], [-0.93, 0.24, -5.30], [-0.89, 0.43, -2.64], [3.59, 4.16, 0.96], [2.44, 5.42, 1.65]],
  "mulliken_charge": [-1.23, 0.53, -1.15, 0.81, 0.41, -0.86, -0.07, 0.26, 0.78, -0.08, 0.24, -0.10, 0.56, -0.59, -0.47, -0.17, -0.92, -0.11, 0.48, -0.36, -0.54, -0.33, -0.82, -0.06, -0.17, -0.65, 0.31, 0.31, 0.30, 0.30, 0.33, 0.21, 0.39, 0.31, 0.36, 0.29, 0.40, 0.36, 0.33, 0.40],
  "homo_lumo_gap_ev": 7.7,
  "relative_energy_kj_mol": 201.7,
  "smiles": "CC1=Nn2c(nnc2-c2sc(NC(=O)CCl)cc2-c2ccccc2)SC1",
  "energy_ha": -2261.68703,
  "e_lumo_ha": -0.0049
}